<i>
{"formula": "C7H10N3O", "method": "wB97M-V/def2-TZVPD", "symbols": ["C", "C", "C", "C", "C", "C", "C", "N", "N", "N", "O", "H", "H", "H", "H", "H", "H", "H", "H", "H", "H"], "xyz": [[-2.86600, 0.69927, -0.47384], [-2.05561, 1.78934, -0.50063], [-2.35568, -0.58022, -0.35126], [-0.69678, 1.60121, -0.46344], [-1.00811, -0.71835, -0.25046], [1.84850, 0.20638, -0.55971], [-0.39936, -2.10981, -0.02100], [-0.25783, 0.35510, -0.38766], [3.50702, 0.43730, 0.95804], [2.22769, 0.22888, 0.66982], [2.22860, 0.24587, -1.65434], [-4.00047, 0.87356, -0.71407], [-2.41843, 2.74092, -0.70333], [-2.96699, -1.48763, -0.43805], [-0.02167, 2.37375, -0.76081], [-1.00862, -2.86375, -0.49150], [0.58493, -2.33383, -0.37119], [-0.45641, -2.29473, 1.06380], [3.83960, 1.35764, 0.83750], [4.06948, -0.23388, 0.40777], [1.59942, -0.07372, 1.46256]], "orbital_gap_ev": 10.2, "total_charge": 1, "lumo_ev": -3.773}

<ii>
{"formula": "C7H10N3O", "method": "wB97M-V/def2-TZVPD", "symbols": ["C", "C", "C", "C", "C", "C", "C", "N", "N", "N", "O", "H", "H", "H", "H", "H", "H", "H", "H", "H", "H"], "xyz": [[-0.04418, 1.20883, 0.16822], [0.49314, -1.15713, 0.17538], [-1.33892, 0.90732, -0.04164], [-0.84455, -1.40343, 0.22149], [0.93890, 0.16405, 0.10288], [3.21727, -0.26672, -0.01105], [-3.16313, -0.62623, -0.28780], [-1.71961, -0.38842, 0.09984], [4.41388, 0.39314, -0.09656], [2.17005, 0.64220, -0.03926], [3.10455, -1.43102, -0.08090], [0.11151, 2.29874, 0.17211], [1.15717, -1.92992, 0.18640], [-2.15771, 1.69168, -0.16907], [-1.12823, -2.35951, 0.30904], [-3.40020, -0.38262, -1.29056], [-3.54664, -1.57383, -0.08133], [-3.67799, -0.07665, 0.43568], [4.70151, 1.16169, 0.41995], [5.27216, -0.08090, -0.31431], [2.45281, 1.56885, -0.32743]], "smiles": "Cn1ccc(=[NH+]C(N)=O)cc1", "orbital_gap_ev": 9.6, "total_charge": 1, "lumo_ev": -3.916}

Which of them is the least stable? Correct choice: <i>.

<i>
{"formula": "C3H7NO3S", "method": "wB97M-V/def2-TZVPD", "symbols": ["C", "C", "C", "N", "O", "O", "O", "S", "H", "H", "H", "H", "H", "H", "H"], "xyz": [[-0.92465, -0.73245, -0.25024], [-2.46338, -0.43625, 0.05287], [2.00706, 1.62340, 0.28229], [-0.34305, -1.79343, -0.55100], [-0.17901, 0.34257, -0.02580], [1.94519, -0.36419, -1.37033], [1.82109, -0.90233, 1.03447], [1.47405, -0.06785, -0.06351], [-2.79006, 0.43812, -0.55833], [-2.92972, -1.30039, -0.25347], [-2.56190, -0.38085, 1.07455], [1.67769, 2.28776, -0.53895], [1.20869, 1.98263, 0.94517], [2.98649, 1.91917, 0.76287], [-0.92849, -2.61592, -0.54058]], "smiles": "[H]/N=C(\\C)OS(C)(=O)=O", "orbital_gap_ev": 10.9, "lumo_ev": 0.666}

<ii>
{"formula": "C3H7NO3S", "method": "wB97M-V/def2-TZVPD", "symbols": ["C", "C", "C", "N", "O", "O", "O", "S", "H", "H", "H", "H", "H", "H", "H"], "xyz": [[0.35954, 1.17162, -1.16661], [1.61446, 0.47685, -1.57666], [0.79099, -0.93069, 0.20253], [0.51264, -0.24017, -1.04712], [-0.37551, -1.02112, 0.90261], [-2.70963, 1.14677, 2.94918], [-3.30995, -0.78925, 1.46444], [-2.76145, -0.29567, 2.70773], [0.46610, 1.68873, -0.30977], [-0.46623, 1.51034, -1.93344], [1.62326, 0.42877, -2.64928], [2.41725, 0.57700, -1.00509], [1.38993, -1.74391, -0.11936], [1.41027, -0.21532, 0.91363], [-0.96167, -1.76395, 0.66722]], "orbital_gap_ev": 8.0, "lumo_ev": -1.038}

Which of them is the least stable? Correct choice: <ii>.

<i>
{"formula": "H3NO3P", "method": "wB97M-V/def2-TZVPD", "symbols": ["N", "O", "O", "O", "P", "H", "H", "H"], "xyz": [[-1.14797, -0.16243, -0.47180], [0.33735, 0.58424, 1.42259], [1.32843, -1.11527, -0.13832], [0.98657, 1.37774, -0.85222], [0.60354, 0.16316, -0.15686], [-1.49029, 0.24586, -1.38183], [0.75029, 0.06299, 2.06010], [-1.36791, -1.15630, -0.48166]], "smiles": "N[P@@](=O)([O-])O", "orbital_gap_ev": 9.0, "total_charge": -1, "lumo_ev": 4.388}

<ii>
{"formula": "H3NO3P", "method": "wB97M-V/def2-TZVPD", "symbols": ["N", "O", "O", "O", "P", "H", "H", "H"], "xyz": [[-0.17895, 0.96347, 0.69807], [-0.39918, -1.58036, 0.25800], [0.26787, -0.12355, -1.67230], [1.90080, -0.65245, 0.28046], [0.54706, -0.36309, -0.23336], [0.19761, 1.74196, 0.18202], [-1.18702, -1.10057, 0.01065], [-1.14820, 1.11460, 0.47646]], "smiles": "N[P@@](=O)([O-])O", "orbital_gap_ev": 8.9, "total_charge": -1, "lumo_ev": 4.288}

Which of them is the least stable? Correct choice: <ii>.